{"formula": "C20H54BF4N2O8", "method": "wB97M-V/def2-TZVPD", "symbols": ["B", "F", "F", "F", "F", "C", "C", "N", "H", "H", "H", "C", "C", "N", "H", "H", "H", "C", "C", "O", "H", "H", "H", "H", "H", "H", "C", "C", "O", "H", "H", "H", "H", "H", "H", "C", "C", "O", "H", "H", "H", "H", "H", "H", "C", "C", "O", "H", "H", "H", "H", "H", "H", "C", "C", "O", "H", "H", "H", "H", "H", "H", "C", "C", "O", "H", "H", "H", "H", "H", "H", "C", "C", "O", "H", "H", "H", "H", "H", "H", "C", "C", "O", "H", "H", "H", "H", "H", "H"], "xyz": [[-0.22, -0.19, 0.17], [-0.12, -1.23, -0.70], [-1.25, 0.74, -0.18], [-0.37, -0.56, 1.37], [1.05, 0.44, 0.07], [-1.91, -3.59, 2.83], [-2.54, -2.71, 4.05], [-3.15, -2.14, 4.83], [-2.48, -4.03, 2.31], [-1.44, -2.95, 2.25], [-1.09, -4.25, 3.04], [4.03, 2.76, -0.60], [4.81, 1.43, -0.45], [5.38, 0.46, -0.42], [2.96, 2.67, -0.47], [4.42, 3.40, 0.17], [4.24, 3.28, -1.55], [-3.18, 2.93, 3.29], [-2.71, 1.61, 2.55], [-3.28, 1.77, 1.23], [-4.33, 3.12, 3.25], [-2.53, 3.48, 2.74], [-2.94, 2.72, 4.33], [-2.97, 0.74, 3.06], [-1.69, 1.70, 2.16], [-2.58, 1.53, 0.70], [2.33, 3.93, 3.28], [1.76, 2.59, 2.79], [2.75, 1.75, 2.16], [3.17, 4.28, 2.66], [2.75, 3.88, 4.33], [1.53, 4.64, 3.44], [0.99, 2.82, 2.22], [1.45, 2.08, 3.60], [2.17, 1.36, 1.56], [0.48, -5.91, -0.63], [0.79, -4.44, -1.02], [-0.44, -4.01, -1.38], [0.09, -6.56, -1.37], [-0.30, -6.03, 0.18], [1.32, -6.04, -0.28], [1.39, -4.47, -1.86], [1.19, -3.83, -0.10], [-0.33, -3.13, -1.24], [2.66, 0.15, -4.50], [3.05, -0.32, -3.17], [2.36, -1.56, -2.88], [1.53, 0.24, -4.66], [3.05, -0.33, -5.40], [2.99, 1.16, -4.64], [2.93, 0.33, -2.34], [3.97, -0.43, -3.44], [2.02, -1.37, -2.02], [-0.53, 5.25, -0.56], [-0.99, 3.85, -0.58], [0.01, 2.96, -1.10], [-0.58, 5.63, -1.50], [0.35, 5.48, -0.29], [-1.15, 5.99, -0.18], [-1.75, 3.69, -1.38], [-1.51, 3.57, 0.50], [-0.31, 2.22, -0.67], [-4.35, -0.81, -1.22], [-3.61, -1.73, -0.26], [-4.50, -2.81, 0.13], [-5.07, -0.20, -0.51], [-4.92, -1.29, -2.17], [-3.67, 0.03, -1.41], [-2.99, -1.32, 0.61], [-2.81, -2.16, -0.77], [-4.02, -3.55, 0.20], [2.88, -3.16, 3.38], [2.46, -1.80, 2.86], [1.05, -1.57, 3.24], [2.68, -3.15, 4.53], [3.91, -3.11, 3.05], [2.12, -3.77, 2.92], [2.36, -1.71, 1.70], [3.03, -1.12, 3.38], [0.61, -1.18, 2.40], [-1.39, 0.15, -3.67], [-1.36, 0.48, -5.04], [-1.60, -0.72, -5.77], [-0.43, -0.29, -3.52], [-2.43, -0.31, -3.41], [-1.32, 0.99, -3.12], [-0.47, 1.05, -5.16], [-2.15, 1.12, -5.18], [-1.35, -0.62, -6.72]], "e_above_lowest_kcal_mol": 47.70, "homo_ev": -7.294, "total_charge": -1, "lumo_ev": 2.5, "multiplicity": 1, "homo_lumo_gap_ha": 0.36149}


{"formula": "C20H55AsF6N5O5", "method": "wB97M-V/def2-TZVPD", "symbols": ["As", "F", "F", "F", "F", "F", "F", "C", "C", "C", "O", "C", "N", "H", "H", "H", "H", "H", "H", "H", "H", "H", "H", "H", "C", "C", "C", "O", "C", "N", "H", "H", "H", "H", "H", "H", "H", "H", "H", "H", "H", "C", "C", "C", "O", "C", "N", "H", "H", "H", "H", "H", "H", "H", "H", "H", "H", "H", "C", "C", "C", "O", "C", "N", "H", "H", "H", "H", "H", "H", "H", "H", "H", "H", "H", "C", "C", "C", "O", "C", "N", "H", "H", "H", "H", "H", "H", "H", "H", "H", "H", "H"], "xyz": [[-0.55, 0.07, -0.16], [0.58, -1.24, -0.39], [0.02, 0.75, -1.65], [-1.55, 1.44, 0.15], [-1.09, -0.70, 1.31], [0.69, 0.91, 0.74], [-1.77, -0.74, -1.02], [-1.64, -5.49, 2.24], [-0.66, -4.44, 2.70], [0.59, -4.36, 1.86], [1.16, -5.63, 1.59], [1.67, -6.25, 2.75], [-1.34, -3.14, 2.82], [-1.17, -6.45, 2.08], [-2.18, -5.18, 1.34], [-2.41, -5.58, 3.02], [-0.35, -4.70, 3.72], [1.34, -3.74, 2.37], [0.38, -3.91, 0.89], [2.28, -5.55, 3.34], [2.29, -7.09, 2.44], [0.87, -6.68, 3.37], [-0.66, -2.42, 3.05], [-1.65, -2.85, 1.90], [1.76, -2.04, -3.72], [1.84, -3.50, -3.25], [3.18, -3.79, -2.63], [3.37, -5.20, -2.56], [4.19, -5.60, -1.49], [0.68, -3.84, -2.42], [2.00, -1.35, -2.90], [0.79, -1.84, -4.16], [2.49, -1.90, -4.53], [1.75, -4.08, -4.17], [3.24, -3.32, -1.64], [3.97, -3.41, -3.30], [3.77, -5.28, -0.53], [5.21, -5.22, -1.60], [4.18, -6.69, -1.46], [0.99, -4.49, -1.69], [0.38, -3.02, -1.88], [-3.89, 5.39, 1.31], [-3.18, 4.91, 0.06], [-1.70, 4.91, 0.41], [-0.93, 4.20, -0.53], [0.38, 4.04, -0.05], [-3.62, 3.56, -0.35], [-4.97, 5.49, 1.15], [-3.59, 6.42, 1.57], [-3.68, 4.78, 2.19], [-3.34, 5.65, -0.72], [-1.56, 4.48, 1.41], [-1.35, 5.95, 0.38], [0.41, 3.42, 0.85], [0.85, 5.02, 0.08], [0.97, 3.53, -0.81], [-2.97, 2.87, 0.01], [-4.50, 3.36, 0.11], [-0.01, -0.10, 4.38], [-0.52, 1.32, 4.49], [0.58, 2.34, 4.70], [1.28, 2.04, 5.89], [2.20, 3.05, 6.22], [-1.34, 1.74, 3.33], [0.64, -0.20, 3.51], [-0.83, -0.83, 4.35], [0.59, -0.36, 5.26], [-1.17, 1.40, 5.37], [0.10, 3.34, 4.75], [1.27, 2.36, 3.84], [2.73, 2.75, 7.13], [1.70, 4.00, 6.41], [2.97, 3.16, 5.44], [-0.69, 2.22, 2.70], [-1.50, 0.90, 2.77], [0.40, 3.69, -3.92], [-0.94, 3.02, -4.21], [-0.83, 1.81, -5.12], [-0.61, 2.27, -6.45], [-0.61, 1.20, -7.35], [-1.74, 2.68, -3.03], [0.23, 4.66, -3.45], [0.97, 3.84, -4.84], [1.04, 3.07, -3.28], [-1.50, 3.74, -4.83], [-1.83, 1.33, -5.11], [-0.06, 1.10, -4.82], [0.19, 0.48, -7.13], [-0.45, 1.60, -8.35], [-1.57, 0.67, -7.33], [-1.43, 3.38, -2.33], [-1.26, 1.88, -2.61]], "homo_ev": -6.186, "total_charge": -1, "lumo_ev": 2.6, "multiplicity": 1, "homo_lumo_gap_ha": 0.32318}


{"formula": "C20H55Fe2O17", "method": "wB97M-V/def2-TZVPD", "symbols": ["Fe", "Fe", "C", "C", "O", "H", "H", "H", "H", "H", "C", "C", "C", "O", "C", "C", "C", "O", "O", "O", "H", "H", "C", "C", "O", "H", "H", "H", "H", "H", "H", "C", "C", "O", "H", "H", "H", "H", "H", "H", "C", "C", "O", "H", "H", "H", "H", "H", "H", "C", "C", "O", "H", "H", "H", "H", "H", "H", "C", "C", "O", "H", "H", "H", "H", "H", "H", "C", "C", "O", "H", "H", "H", "H", "H", "H", "O", "H", "H", "O", "H", "H", "O", "H", "H", "O", "H", "H", "O", "H", "H", "O", "H", "H"], "xyz": [[-0.87, -0.63, 9.32], [-4.75, -7.77, 8.84], [2.12, -1.31, 5.99], [0.94, -1.84, 6.80], [0.48, -0.98, 7.79], [1.83, -0.42, 5.43], [2.32, -2.06, 5.22], [2.98, -1.12, 6.62], [1.27, -2.82, 7.15], [0.12, -1.99, 6.09], [-3.25, -4.18, 9.10], [-4.29, -4.47, 8.23], [-4.71, -3.46, 7.19], [-5.77, -3.59, 6.50], [-4.06, -2.26, 7.01], [-2.99, -1.94, 7.92], [-2.68, -2.89, 9.15], [-1.80, -2.46, 9.92], [-2.42, -0.84, 7.92], [-4.67, -5.70, 8.32], [-2.90, -4.90, 9.82], [-4.34, -1.52, 6.28], [-1.60, -4.72, 3.51], [-2.43, -4.18, 4.64], [-3.80, -4.17, 4.29], [-1.87, -5.74, 3.23], [-0.60, -4.80, 3.93], [-1.57, -4.15, 2.58], [-2.07, -3.16, 4.77], [-2.23, -4.85, 5.49], [-4.41, -3.97, 5.00], [-2.87, -4.68, 14.18], [-2.61, -3.36, 13.45], [-3.32, -3.50, 12.20], [-2.22, -4.72, 15.06], [-2.55, -5.54, 13.60], [-3.88, -4.71, 14.60], [-1.58, -3.10, 13.25], [-3.17, -2.60, 14.00], [-2.82, -3.03, 11.53], [-6.56, 1.31, 6.85], [-6.55, 0.28, 7.96], [-5.44, 0.55, 8.81], [-7.14, 0.86, 6.03], [-5.62, 1.33, 6.28], [-6.97, 2.26, 7.15], [-6.48, -0.75, 7.59], [-7.47, 0.22, 8.55], [-4.67, 0.21, 8.33], [-6.11, -2.42, 10.94], [-6.72, -3.84, 11.11], [-5.77, -4.69, 11.77], [-5.47, -2.19, 11.79], [-6.80, -1.59, 10.84], [-5.52, -2.49, 10.02], [-6.84, -4.29, 10.12], [-7.74, -3.84, 11.49], [-4.95, -4.27, 12.07], [1.61, -5.42, 7.97], [0.13, -5.38, 8.16], [-0.34, -6.29, 9.15], [2.02, -5.07, 8.92], [1.90, -4.79, 7.14], [1.99, -6.42, 7.76], [-0.35, -5.69, 7.22], [-0.31, -4.38, 8.19], [0.11, -6.01, 9.96], [-2.57, 0.89, 3.45], [-1.89, 0.06, 4.51], [-1.86, 0.84, 5.70], [-3.57, 1.23, 3.75], [-2.70, 0.32, 2.53], [-2.03, 1.80, 3.17], [-0.90, -0.21, 4.14], [-2.45, -0.86, 4.72], [-2.02, 0.19, 6.39], [0.13, -3.88, 11.14], [-0.56, -3.49, 10.57], [0.58, -3.13, 11.53], [-5.71, -2.02, 3.61], [-4.96, -2.57, 3.39], [-6.04, -2.38, 4.44], [-2.61, 0.19, 10.57], [-3.41, -0.13, 11.00], [-2.56, 1.12, 10.80], [-5.76, -7.32, 10.54], [-5.48, -6.44, 10.86], [-6.37, -7.64, 11.22], [-8.26, -3.25, 8.05], [-7.43, -3.33, 7.56], [-8.66, -4.12, 7.99], [-2.98, -7.94, 9.83], [-2.19, -7.36, 9.84], [-2.84, -8.56, 10.56]], "homo_ev": [-10.823, -10.658], "total_charge": 1, "lumo_ev": [-5.7, -5.9], "multiplicity": 9, "homo_lumo_gap_ha": [0.18833, 0.17317]}